{
  "formula": "CH4NOPS",
  "method": "ωB97M-V with the def2-TZVPD basis set",
  "e_lumo_ev": 0.484,
  "relative_energy_ev": 1.162,
  "e_homo_ev": -8.9,
  "smiles": "O=C(P)NS",
  "charge": 0,
  "mol_weight_da": 109.09,
  "e_tot_ev": -24761.33348,
  "homo_lumo_gap_ev": 9.39,
  "species": ["C", "N", "O", "P", "S", "H", "H", "H", "H"],
  "xyz": [[0.349531, 0.548294, 0.428435], [-0.726447, -0.381870, -0.438143], [-0.184340, 1.521263, 0.902991], [2.077582, 0.035967, -0.087516], [-2.381243, 0.023831, -0.205484], [-0.552483, -1.410250, -0.328011], [2.465097, 0.083938, 1.170509], [1.655811, -1.286288, -0.255217], [-2.703508, 0.865116, -1.187560]],
  "forces_ev_per_angstrom": [[-4.25, 0.16, -2.16], [1.86, 0.59, 1.35], [2.24, -1.51, -0.20], [-1.60, 1.02, -2.01], [0.21, -0.85, 0.99], [-0.43, 1.40, -0.23], [1.04, -0.50, 2.41], [0.30, -0.39, 0.40], [0.64, 0.09, -0.56]],
  "mulliken_charge": [0.54, -0.43, -0.45, 0.04, -0.16, 0.27, 0.05, 0.03, 0.12]
}

=====

{
  "formula": "C21H22BN7O2PdS2",
  "method": "ωB97M-V with the def2-TZVPD basis set",
  "e_lumo_ev": 4.832,
  "e_homo_ev": 0.2,
  "charge": -2,
  "mol_weight_da": 585.82,
  "e_tot_ev": -62488.56679,
  "homo_lumo_gap_ev": 4.61,
  "species": ["Pd", "O", "C", "C", "C", "C", "C", "C", "C", "O", "N", "N", "C", "C", "C", "C", "C", "C", "N", "H", "H", "H", "H", "H", "H", "H", "H", "H", "H", "C", "N", "C", "C", "N", "B", "N", "C", "C", "N", "C", "C", "S", "C", "S", "H", "H", "H", "H", "H", "H", "H", "H", "H", "H", "H", "H"],
  "xyz": [[-1.266546, -0.226150, -0.132698], [3.559139, 0.423625, -0.571734], [3.941213, 0.183125, 0.683772], [5.310186, 0.153306, 0.981846], [5.743399, -0.081220, 2.273416], [4.823307, -0.292051, 3.297609], [3.466523, -0.268605, 3.000429], [3.003021, -0.037568, 1.710913], [1.530427, -0.003537, 1.379588], [1.229754, 0.292998, 0.185740], [0.725681, -0.308988, 2.377328], [-0.606776, -0.148200, 2.067069], [-1.371369, -0.633794, 2.969950], [-2.823718, -0.480711, 2.974991], [-3.553379, -1.032029, 4.036898], [-4.929088, -0.907997, 4.051157], [-5.556205, -0.235236, 3.009933], [-4.748457, 0.289779, 2.007432], [-3.430029, 0.180310, 1.988965], [2.539178, 0.398804, -0.521573], [6.011804, 0.321103, 0.173432], [6.807745, -0.099816, 2.485233], [5.159985, -0.472459, 4.311466], [2.720372, -0.433269, 3.766795], [-0.921087, -1.192027, 3.793516], [-3.030345, -1.557662, 4.827264], [-5.509053, -1.335121, 4.862002], [-6.632302, -0.122910, 2.972681], [-5.181103, 0.826387, 1.167504], [0.293560, -3.180171, -0.615384], [-0.111932, -2.358883, -1.720777], [0.564017, -2.239129, -2.920377], [-0.159516, -1.413157, -3.697018], [-1.289671, -1.000889, -3.016395], [-2.093257, 0.234779, -3.496187], [-1.136762, 1.508468, -3.364513], [-0.182636, 1.820624, -4.307186], [0.679952, 2.718938, -3.787753], [0.239553, 2.967373, -2.501145], [0.894724, 3.791237, -1.515848], [-0.894605, 2.243380, -2.250189], [-1.751194, 2.330812, -0.788388], [-1.292650, -1.597665, -1.742819], [-2.705675, -2.092965, -0.802965], [1.163079, -3.763831, -0.923359], [-0.523510, -3.847889, -0.330318], [0.559104, -2.570621, 0.251861], [1.506726, -2.728047, -3.098339], [0.054453, -1.056609, -4.690272], [-3.093233, 0.394734, -2.850543], [-2.297193, 0.121016, -4.705947], [-0.180631, 1.343347, -5.271584], [1.560541, 3.183565, -4.195335], [1.796968, 4.209291, -1.962788], [1.154918, 3.190644, -0.643766], [0.232610, 4.591586, -1.183597]],
  "forces_ev_per_angstrom": [[-0.37, -0.57, -0.37], [0.29, -0.02, -0.09], [0.11, 0.01, 0.05], [-0.04, 0.00, -0.02], [-0.03, -0.01, 0.05], [-0.06, 0.01, -0.06], [0.09, -0.02, 0.06], [-0.13, 0.00, 0.00], [0.30, 0.04, 0.00], [-0.16, -0.03, -0.03], [-0.04, -0.01, -0.13], [0.25, 0.01, 0.12], [-0.23, -0.03, 0.28], [0.08, -0.12, 0.05], [-0.08, -0.09, 0.02], [0.01, -0.01, 0.02], [0.07, -0.01, 0.00], [0.01, -0.01, -0.01], [0.02, 0.19, -0.09], [-0.18, 0.05, -0.02], [-0.01, 0.00, -0.01], [-0.01, 0.00, 0.00], [0.00, -0.01, 0.00], [0.00, 0.00, 0.00], [-0.04, 0.07, 0.09], [-0.01, 0.00, 0.00], [0.00, 0.00, 0.00], [0.00, 0.01, -0.01], [0.00, -0.02, 0.01], [0.02, 0.03, -0.02], [-0.08, -0.06, 0.11], [0.01, -0.01, 0.01], [-0.08, 0.04, 0.05], [-0.05, 0.03, 0.04], [-0.06, -0.07, -0.01], [-0.12, -0.01, 0.00], [-0.03, -0.13, 0.05], [0.01, 0.02, 0.05], [-0.02, 0.15, 0.08], [-0.01, -0.01, -0.01], [0.09, -0.07, 0.01], [0.07, -0.02, -0.24], [0.17, 0.33, -0.12], [0.28, 0.33, 0.00], [0.00, -0.02, 0.02], [0.00, 0.00, 0.02], [-0.02, -0.02, 0.01], [-0.01, 0.00, 0.02], [-0.01, 0.00, 0.01], [0.04, 0.01, -0.07], [0.04, 0.02, 0.07], [-0.04, 0.02, 0.00], [0.00, 0.00, 0.02], [0.00, 0.00, 0.01], [0.00, -0.03, 0.00], [-0.01, 0.01, -0.01]],
  "mulliken_charge": [0.19, -0.76, 0.03, -0.65, -0.24, -0.73, -0.25, 0.19, 0.43, -0.36, -0.53, 0.02, -0.51, 0.81, -0.86, -0.19, -0.69, -0.15, -0.07, 0.40, 0.40, 0.34, 0.36, 0.44, 0.22, 0.31, 0.38, 0.34, 0.40, -0.89, 0.43, -0.65, -0.36, 0.39, 0.06, 0.12, -0.50, -0.48, 0.24, -0.88, -0.14, -0.49, -0.40, -0.56, 0.32, 0.32, 0.12, 0.40, 0.37, -0.20, -0.24, 0.49, 0.41, 0.31, 0.25, 0.32]
}

=====

{
  "formula": "C6H16O",
  "method": "ωB97M-V with the def2-TZVPD basis set",
  "e_lumo_ev": 0.828,
  "relative_energy_ev": 0.558,
  "e_homo_ev": -10.8,
  "smiles": "CCCCCC.O",
  "charge": 0,
  "mol_weight_da": 104.19,
  "e_tot_ev": -8528.67547,
  "homo_lumo_gap_ev": 11.62,
  "species": ["C", "C", "C", "C", "C", "C", "H", "H", "H", "H", "H", "H", "H", "H", "H", "H", "H", "H", "H", "H", "H", "H", "O"],
  "xyz": [[1.285344, 0.036074, 2.836430], [0.004475, 0.402158, 2.088916], [-0.121243, -0.379547, 0.793345], [-1.328267, -0.009259, -0.081588], [-1.252149, 1.416665, -0.664660], [0.137145, 2.017793, -0.801154], [2.102886, 0.470583, 2.270923], [1.320695, 0.570221, 3.793936], [1.439907, -1.017590, 3.038927], [-0.802005, 0.022869, 2.711610], [-0.133916, 1.472178, 2.010722], [0.825791, -0.336657, 0.234891], [-0.176786, -1.456604, 0.955361], [-2.169355, -0.061768, 0.618791], [-1.434317, -0.724023, -0.898974], [-1.757932, 1.392009, -1.632589], [-1.867594, 2.098367, -0.078464], [0.449357, 2.548385, 0.075524], [0.243605, 2.678867, -1.653579], [0.899656, 1.276993, -0.941643], [1.566418, -4.261754, -4.812586], [0.137048, -3.691503, -5.082533], [0.631241, -4.464459, -4.781600]],
  "forces_ev_per_angstrom": [[0.08, 1.55, 0.18], [-0.35, -1.85, 0.74], [0.53, -0.24, -1.11], [0.74, 0.54, 0.78], [-0.52, 0.11, -0.21], [0.12, -0.10, -0.49], [0.54, -0.37, -0.13], [-0.09, -0.21, 0.00], [-0.11, -0.17, -0.28], [-0.49, 0.29, 0.21], [0.16, 0.22, -0.29], [-0.20, 0.37, -0.06], [-0.21, -0.08, 0.65], [-0.30, -0.21, -0.52], [-0.12, -0.11, 0.21], [0.14, 0.06, -0.10], [-0.01, 0.02, 0.19], [0.03, 0.45, 0.55], [-0.26, 0.30, -0.09], [0.32, -0.58, -0.24], [0.07, 0.28, -0.10], [0.39, -0.10, 0.05], [-0.46, -0.18, 0.05]],
  "mulliken_charge": [-1.38, -0.29, -0.76, -0.64, -0.40, -1.17, 0.34, 0.38, 0.32, 0.29, 0.37, 0.33, 0.44, 0.23, 0.33, 0.38, 0.28, 0.30, 0.36, 0.30, 0.32, 0.32, -0.64]
}

=====

{
  "formula": "C22H43B2N11Tl",
  "method": "ωB97M-V with the def2-TZVPD basis set",
  "e_lumo_ev": 1.995,
  "e_homo_ev": -5.1,
  "charge": -1,
  "mol_weight_da": 687.67,
  "e_tot_ev": -45951.31119,
  "homo_lumo_gap_ev": 7.12,
  "species": ["Tl", "N", "C", "C", "N", "C", "C", "N", "C", "C", "N", "H", "H", "H", "H", "H", "H", "H", "H", "H", "H", "H", "H", "H", "H", "H", "H", "H", "H", "C", "C", "C", "C", "C", "N", "N", "B", "N", "N", "C", "C", "C", "C", "C", "N", "N", "C", "C", "C", "C", "C", "H", "H", "H", "H", "H", "H", "H", "H", "H", "H", "H", "H", "H", "H", "H", "H", "H", "H", "H", "H", "H", "H", "B", "C", "N", "H", "H", "H"],
  "xyz": [[-0.344256, 1.035745, 0.011242], [-1.982316, 1.087594, -1.968307], [-3.137499, 1.900967, -1.711657], [-2.860764, 3.143678, -0.899235], [-2.437149, 2.966166, 0.516172], [-1.835870, 4.176396, 1.059292], [-0.315619, 4.455495, 0.604028], [0.631838, 3.378659, 1.017004], [-3.460015, 2.427835, 1.402581], [-3.061907, 1.172897, 2.189758], [-2.421205, 0.113211, 1.404066], [-2.245254, 0.149997, -2.310032], [-1.312823, 1.527056, -2.628018], [-3.416139, 2.366405, -2.695176], [-3.977963, 1.299031, -1.394431], [-2.060996, 3.720104, -1.436503], [-3.802838, 3.686619, -0.968075], [-2.339167, 5.128743, 0.835677], [-1.810278, 3.971720, 2.148028], [-0.183729, 4.426822, -0.492080], [-0.068949, 5.506184, 0.992093], [1.499460, 3.421080, 0.559575], [0.721410, 3.390034, 2.017573], [-3.652262, 3.133654, 2.239564], [-4.382122, 2.252416, 0.812200], [-2.405194, 1.476002, 3.050041], [-4.022304, 0.840634, 2.671353], [-2.160239, -0.662104, 2.039470], [-3.084279, -0.349061, 0.699223], [3.321260, 0.626460, -2.599756], [2.839097, -0.761237, -2.283396], [2.554586, -1.908085, -3.050715], [2.168662, -2.925088, -2.110670], [1.681128, -4.226519, -2.432054], [2.139023, -2.315004, -0.911417], [2.583006, -1.022833, -0.992181], [1.653419, -2.905547, 0.542629], [2.155337, -2.068323, 1.727206], [1.185563, -1.276158, 2.384309], [1.840858, -0.574809, 3.309730], [1.067660, 0.443886, 4.187817], [3.274632, -0.877696, 3.284772], [3.378466, -1.825219, 2.276570], [4.628421, -2.347780, 1.640854], [0.155108, -3.192547, 0.653679], [-0.644308, -2.997229, -0.453720], [-1.828649, -3.504452, -0.160746], [-2.857501, -3.548999, -1.305164], [-1.774655, -4.178511, 1.059938], [-0.519603, -3.902253, 1.572735], [0.019887, -4.311217, 2.891916], [3.887612, 0.651330, -3.534982], [2.459602, 1.351765, -2.760706], [3.959343, 0.993780, -1.765072], [2.665300, -2.031019, -4.130957], [1.631413, -4.414571, -3.487294], [2.484307, -4.919867, -2.090854], [0.804640, -4.453301, -1.852736], [2.167530, -4.047169, 0.472018], [1.725590, 0.983554, 4.885942], [0.593801, 1.209007, 3.542396], [0.466203, -0.175977, 4.833214], [4.030235, -0.537814, 4.020983], [5.508847, -2.133067, 2.201183], [4.551279, -3.440427, 1.506417], [4.729797, -1.884697, 0.597303], [-3.763983, -2.933178, -0.993559], [-2.486904, -3.098222, -2.232996], [-3.101276, -4.577284, -1.515539], [-2.607351, -4.616768, 1.592189], [-0.571924, -5.172283, 3.325934], [1.091743, -4.494588, 2.909434], [-0.122578, -3.564768, 3.685409], [0.265418, 5.284798, -5.092144], [-0.064508, 4.274893, -3.930909], [-0.367515, 3.584439, -3.043134], [1.447591, 5.381725, -5.250390], [-0.164254, 4.976805, -6.178619], [-0.312925, 6.258083, -4.710294]],
  "forces_ev_per_angstrom": [[0.96, -0.83, 0.07], [0.69, -1.32, -0.44], [0.17, 1.18, -2.09], [0.62, 0.25, 0.46], [0.09, 0.30, -0.90], [2.50, -0.32, 0.10], [-0.17, -0.18, -0.02], [-2.61, 1.11, 1.06], [-0.08, -0.08, 0.22], [-0.73, -0.22, 0.64], [-1.29, -1.36, -0.33], [0.37, 0.76, 0.18], [-0.69, -0.11, 0.44], [-0.44, -0.35, 0.63], [-0.16, -0.14, 0.42], [-0.73, -0.52, 0.52], [-0.17, 0.59, 0.25], [-0.47, -0.30, 0.09], [0.10, 0.68, -0.35], [-0.64, 0.55, 0.28], [-0.14, -1.36, -0.48], [1.26, 0.22, -0.54], [0.50, -0.17, 0.31], [-0.46, 0.01, -0.77], [0.31, 0.05, 0.44], [-0.21, -0.41, -0.93], [0.68, 0.10, -0.20], [0.10, 0.56, -0.60], [1.10, 1.08, 1.35], [-0.59, 0.69, -0.29], [-0.42, -0.60, 1.14], [0.25, -0.85, 0.55], [0.24, 4.58, -1.44], [1.38, -2.39, 0.99], [-0.29, 0.35, 1.38], [-0.27, -0.30, -0.20], [1.81, -1.25, -1.50], [-1.02, 1.52, 1.35], [1.51, -0.05, 0.14], [1.00, 0.07, -0.36], [1.60, -0.64, -0.67], [-1.84, 0.05, 0.49], [0.14, 0.41, -0.54], [-0.87, -0.39, -1.85], [-1.08, 0.32, -1.28], [0.61, 0.75, 0.79], [0.29, -0.56, -2.04], [-0.40, 1.40, 1.43], [-0.84, 0.53, 0.75], [0.01, -0.16, 0.08], [-0.66, -0.51, 1.52], [0.09, -0.03, 0.14], [0.93, -0.82, 0.36], [-0.49, -0.18, -0.60], [-0.08, -0.01, 0.45], [-0.54, 0.18, -0.49], [-0.57, -0.14, -0.02], [-0.63, -0.28, -0.19], [0.10, 0.51, 0.59], [0.14, -0.18, -0.42], [-0.33, -0.68, 0.51], [-1.07, 0.30, 0.00], [-0.53, -0.23, -0.92], [0.55, 0.27, 0.55], [0.10, 0.35, -0.06], [-0.15, -0.63, 1.38], [0.73, -1.06, -0.49], [0.28, -0.04, 0.40], [-0.49, -0.30, -0.03], [0.15, -0.22, -0.02], [0.85, 0.51, -0.84], [0.01, -0.33, -0.27], [0.01, 0.39, -0.46], [-0.09, -0.10, -0.25], [-0.30, -0.89, 0.39], [0.20, 0.24, -0.35], [0.43, 0.26, 0.32], [-0.37, -0.40, 0.04], [0.06, 0.75, 0.01]],
  "mulliken_charge": [0.73, -0.34, -0.73, -0.95, 0.63, -0.83, -0.59, -0.44, -1.00, -0.67, -0.27, 0.16, 0.21, 0.42, 0.40, 0.43, 0.26, 0.23, 0.47, 0.26, 0.33, 0.25, 0.14, 0.42, 0.34, 0.30, 0.40, 0.17, 0.12, -1.07, 0.49, -1.25, 1.02, -1.47, 1.12, -0.82, -1.42, 1.20, -0.57, 0.46, -0.99, -1.07, 0.50, -1.31, 2.06, -1.00, 0.49, -1.30, -1.13, 0.74, -1.43, 0.35, 0.10, 0.27, 0.35, 0.39, 0.27, 0.18, 0.03, 0.36, -0.04, 0.30, 0.31, 0.44, 0.26, 0.15, 0.23, 0.29, 0.36, 0.38, 0.38, 0.29, 0.20, 0.00, -0.06, -0.50, -0.13, -0.13, -0.14]
}